*a*
Computed, not measured: an isolated molecule of C11H12N2S, with ωB97M-V/def2-TZVPD.

Properties
gap between HOMO and LUMO	8.7	eV
SMILES string	Nc1nc(CCc2ccccc2)cs1
molar mass	204.30	g/mol

```
! RIJCOSX wB97M-V def2-TZVPD def2/J DEFGRID3
* xyz 0 1
N 3.47956 -1.12451 -2.32482
C 2.66295 -1.17936 -1.22506
N 1.40633 -1.52401 -1.31508
C 0.87375 -1.57107 -0.05911
C -0.58641 -1.90848 0.06620
C -1.52338 -0.86821 -0.62634
C -1.45821 0.45790 0.04942
C -0.40544 1.31919 -0.24077
C -0.25559 2.50784 0.44658
C -1.17477 2.87782 1.42202
C -2.28519 2.01248 1.70106
C -2.44209 0.84798 1.00081
C 1.67043 -1.34456 1.02564
S 3.28131 -0.94865 0.39107
H 4.33968 -0.57992 -2.25289
H 2.96415 -1.15059 -3.19697
H -0.98858 -2.00647 1.07808
H -0.68748 -2.86953 -0.47385
H -2.53826 -1.28734 -0.61577
H -1.22587 -0.81750 -1.66678
H 0.16817 1.02498 -1.12629
H 0.61377 3.14518 0.24856
H -1.09120 3.81021 1.91845
H -3.04530 2.40693 2.35952
H -3.18119 0.10827 1.31665
H 1.42886 -1.33857 2.09967
*
```

*b*
Computed, not measured: a structure of composition C11H12N2S, with ωB97M-V/def2-TZVPD.

Properties
gap between HOMO and LUMO	8.6	eV
molar mass	204.30	g/mol

```
! RIJCOSX wB97M-V def2-TZVPD def2/J DEFGRID3
* xyz 0 1
C -0.67933 -1.46190 -1.22509
C -1.00897 3.58796 -1.19497
C 0.33897 3.36236 -1.40672
C -1.93724 2.63810 -1.07212
C 0.74403 2.07880 -1.26316
C -1.52343 1.33407 -1.11056
C -0.19690 0.99163 -1.23363
C 0.17604 -0.59452 0.98968
C 1.50685 -2.76704 0.65558
C 0.26533 -2.28209 2.73531
C 0.17582 -0.36736 -1.03683
N -1.30059 -2.42710 -1.30879
N 0.64065 -1.82822 1.40760
S -0.47298 0.57566 1.85931
H -1.44555 4.58588 -1.12570
H 1.10504 4.11453 -1.56780
H -3.07125 2.95164 -0.91080
H 1.86258 1.89105 -1.32383
H -2.22348 0.56931 -1.09596
H 2.45843 -2.95326 1.32027
H 1.05658 -3.81883 0.66885
H 1.72579 -2.34900 -0.33668
H 1.21577 -2.34058 3.24781
H -0.55867 -1.52790 3.06049
H -0.04877 -3.37014 2.55613
H 1.19528 -0.59306 -1.28840
*
```

According to the calculations, the structures order from most to least stable as *a*, *b*.

*a*
Computed, not measured: a structure of composition C23H18AuBr2N5OS, with ωB97M-V/def2-TZVPD.

Properties
gap between HOMO and LUMO	3.4	eV
molar mass	769.27	g/mol

```
! RIJCOSX wB97M-V def2-TZVPD def2/J DEFGRID3
* xyz 2 1
Au -0.39423 -2.76600 0.48341
Br 2.12343 -0.77217 5.38204
C 2.85692 -1.23101 3.78373
C 4.19785 -1.12749 3.55327
C 4.72132 -1.50716 2.30961
Br 6.52880 -1.32837 2.10443
C 3.91382 -2.02476 1.22003
C 4.46255 -2.41822 -0.00343
C 3.62348 -2.91434 -0.97804
C 2.26899 -3.00259 -0.71051
N 1.72347 -2.62024 0.45955
C 2.52828 -2.14395 1.40456
C 1.90998 -1.73037 2.71442
O 0.73523 -1.78254 2.92557
H 4.86226 -0.75981 4.32286
H 5.52582 -2.34062 -0.18188
H 4.00349 -3.23644 -1.93674
H 1.58369 -3.39406 -1.44872
S -0.97649 4.52922 0.13038
C -0.69247 2.80302 0.10818
C -0.00008 2.11429 -0.88676
C 0.17327 0.74960 -0.75029
N -0.27111 0.03419 0.28575
C -0.93777 0.70389 1.23312
C -1.17546 2.06189 1.19067
C -0.36673 5.03240 -1.46249
C -1.11714 4.80841 -2.60863
C -0.59584 5.23421 -3.82138
N 0.57506 5.85583 -3.93901
C 1.26867 6.08625 -2.83068
C 0.84638 5.69223 -1.56554
H 0.38963 2.62533 -1.75564
H 0.69788 0.19880 -1.52527
H -1.30742 0.11478 2.06641
H -1.73653 2.53966 1.98323
H -2.08332 4.32466 -2.55853
H -1.14846 5.07589 -4.74020
H 2.21010 6.60911 -2.95320
H 1.44559 5.90035 -0.68981
C -5.72299 -2.22520 -0.65371
N -4.49498 -2.83388 -0.14762
C -4.40191 -4.02776 0.52370
C -3.09143 -4.20007 0.83163
N -2.38829 -3.11684 0.35192
C -3.26743 -2.31312 -0.22992
H -6.48100 -2.99736 -0.74314
H -5.54051 -1.79566 -1.63508
H -6.07283 -1.45496 0.02993
H -5.26300 -4.64244 0.71690
H -2.61122 -5.01334 1.34394
H -3.03734 -1.37323 -0.70304
*
```

*b*
Computed, not measured: a structure of composition C23H18AuBr2N5OS, with ωB97M-V/def2-TZVPD.

Properties
gap between HOMO and LUMO	3.4	eV
molar mass	769.27	g/mol

```
! RIJCOSX wB97M-V def2-TZVPD def2/J DEFGRID3
* xyz 2 1
Au -0.20424 -2.56355 0.37320
Br 1.96341 -1.69674 5.72870
C 2.82194 -1.92849 4.14432
C 4.18279 -1.91238 4.04748
C 4.79658 -2.11216 2.80467
Br 6.62677 -2.07600 2.78677
C 4.06204 -2.34753 1.57560
C 4.69550 -2.56810 0.34941
C 3.92053 -2.81083 -0.76458
C 2.54365 -2.82585 -0.63042
N 1.91826 -2.60237 0.54029
C 2.66018 -2.36988 1.61935
C 1.94905 -2.13246 2.92244
O 0.75849 -2.09242 3.02151
H 4.79893 -1.75287 4.92171
H 5.77355 -2.55507 0.27194
H 4.36731 -2.99460 -1.73101
H 1.90328 -3.02706 -1.47739
S -0.38999 4.73416 0.18599
C -0.23883 2.96911 0.20889
C 0.55315 2.27468 -0.70286
C 0.64101 0.90075 -0.59480
N 0.02208 0.18920 0.35286
C -0.72794 0.86224 1.22615
C -0.89394 2.23715 1.19288
C -0.62496 4.98663 -1.56522
C -1.87007 4.77768 -2.13936
C -2.00289 4.98398 -3.50518
N -1.00341 5.37698 -4.28930
C 0.17668 5.59935 -3.72238
C 0.42005 5.42133 -2.36535
H 1.08253 2.79569 -1.48887
H 1.23887 0.34077 -1.30707
H -1.23244 0.27130 1.98380
H -1.52788 2.73026 1.91727
H -2.71723 4.47199 -1.54044
H -2.96115 4.83176 -3.98843
H 0.97067 5.93712 -4.37830
H 1.39490 5.63118 -1.94614
C -5.42798 -1.60430 -0.98430
N -4.26867 -2.31737 -0.45304
C -4.29159 -3.51451 0.21845
C -3.00539 -3.80242 0.54330
N -2.20150 -2.78906 0.06963
C -2.99798 -1.90839 -0.51835
H -6.26075 -2.29786 -1.04976
H -5.20282 -1.23189 -1.98017
H -5.69672 -0.77909 -0.32885
H -5.20680 -4.05090 0.39508
H -2.60484 -4.66005 1.05159
H -2.68219 -0.99909 -1.00171
*
```

According to the calculations, the structures order from most to least stable as *a*, *b*.

*a*
Computed, not measured: a cluster of 2 separate species, C2H11N2O in total, with ωB97M-V/def2-TZVPD.

Properties
gap between HOMO and LUMO	11.0	eV
molar mass	79.12	g/mol

```
! RIJCOSX wB97M-V def2-TZVPD def2/J DEFGRID3
* xyz 1 1
C -1.98836 -1.50867 -0.32450
N -1.61982 -0.06960 -0.20218
H -1.28281 -2.08262 0.27762
H -1.96554 -1.79774 -1.36592
H -3.00188 -1.66349 0.02420
H -2.14152 0.49938 -0.87726
H -1.78076 0.29730 0.72529
H -0.59657 0.07994 -0.40329
N 1.24946 -0.50009 -0.37360
C 1.65010 0.46510 0.62269
O 0.86304 1.60712 0.31482
H 1.65794 -1.41168 -0.20846
H 1.56849 -0.24397 -1.30308
H 2.71870 0.71535 0.64156
H 1.37854 0.10574 1.61720
H 1.10159 2.34791 0.89550
*
```

*b*
Computed, not measured: a cluster of 2 separate species, C2H11N2O in total, with ωB97M-V/def2-TZVPD.

Properties
gap between HOMO and LUMO	11.4	eV
molar mass	79.12	g/mol

```
! RIJCOSX wB97M-V def2-TZVPD def2/J DEFGRID3
* xyz 1 1
C 1.07903 0.14980 -0.93090
N 1.76500 1.18085 -0.15094
C 0.29533 -0.90272 -0.11272
N 0.00446 -0.23154 1.23052
H 0.34090 0.75827 -1.47368
H 1.74825 -0.30269 -1.65291
H 1.65187 2.11037 -0.57264
H 2.79272 1.22482 -0.16459
H -0.64558 -1.28281 -0.48842
H 0.94502 -1.74846 0.10263
H 0.15465 -0.94123 1.94567
H -0.94270 0.14762 1.26638
H 0.69146 0.53154 1.39487
H -3.89751 -0.36875 0.34419
H -2.99595 -0.13141 -0.85090
O -2.98696 -0.19365 0.11345
*
```

*c*
Computed, not measured: a cluster of 2 separate species, C2H11N2O in total, with ωB97M-V/def2-TZVPD.

Properties
gap between HOMO and LUMO	10.3	eV
molar mass	79.12	g/mol

```
! RIJCOSX wB97M-V def2-TZVPD def2/J DEFGRID3
* xyz 1 1
N -0.23262 -0.77118 -0.01410
C -0.49868 0.75943 -0.13774
C 0.13136 1.47347 1.13701
N 1.45436 1.97602 0.77086
H 0.78610 -0.92527 0.01030
H -0.85878 -1.34793 0.55134
H -0.51209 -1.15284 -0.93213
H 0.07535 1.06029 -1.07919
H -1.52262 0.92386 -0.41762
H -0.67109 2.12544 1.56902
H 0.15754 0.69743 1.95936
H 1.62055 2.93615 1.02585
H 2.13245 1.38836 1.25081
H -0.19366 -2.77934 -2.41739
H -1.31040 -3.48927 -1.72243
O -0.55776 -2.87461 -1.55395
*
```

According to the calculations, the structures order from most to least stable as *a*, *b*, *c*.

*a*
Computed, not measured: an isolated molecule of C5H7P, with ωB97M-V/def2-TZVPD.

Properties
gap between HOMO and LUMO	9.3	eV
SMILES string	C1=P2=C1CCC2
molar mass	98.08	g/mol

```
! RIJCOSX wB97M-V def2-TZVPD def2/J DEFGRID3
* xyz 0 1
C 2.15602 1.02824 -0.81778
P 2.25265 -0.58777 0.36314
C 1.27102 1.03344 0.15210
C -0.04591 0.98840 0.77003
C -0.70755 -0.32826 0.32419
C 0.27650 -1.43821 -0.19996
H 2.44401 1.56990 -1.73753
H 0.16312 1.06537 1.80325
H -0.79510 1.76458 0.65898
H -1.51722 -0.63119 0.91642
H -1.28030 -0.04623 -0.62768
H 0.07434 -2.35402 0.34529
H 0.18960 -1.68006 -1.31041
*
```

*b*
Computed, not measured: an isolated molecule of C5H7P, with ωB97M-V/def2-TZVPD.

Properties
gap between HOMO and LUMO	8.6	eV
molar mass	98.08	g/mol

```
! RIJCOSX wB97M-V def2-TZVPD def2/J DEFGRID3
* xyz 0 1
C 0.15193 1.18676 -0.54881
C 0.31076 0.69973 -1.95463
C -0.15004 0.34188 0.37092
C -0.32146 -1.67496 -0.59248
C -0.15206 0.24357 1.81416
P 0.00567 -0.92686 -2.18100
H 0.46156 2.24592 -0.33819
H 0.55073 1.36040 -2.66593
H 0.56264 -2.17727 -0.29012
H -1.20082 -2.00652 -0.12509
H -1.06396 0.52493 2.21975
H 0.67586 0.96231 2.21219
H 0.16919 -0.77988 2.07924
*
```

According to the calculations, the structures order from most to least stable as *a*, *b*.